Entry 1:
Molecular formula: C5H7NS2
Method: DFT, ωB97M-V/def2-TZVPD

ΔE to the lowest compared entry with this formula, charge and spin, kcal per mole: 53.6
SMILES string: C1S[C@@H]2S[C@H]1[C@H]1N[C@@H]21
Lowest unoccupied orbital energy, Eh: 0.02860
Kohn-Sham gap, eV: 9.02
Calculated total energy, eV: -28456.541

Element x y z (Å)
C 1.11725 0.75865 1.07487
C 0.20019 -0.62006 -1.05264
C -0.29730 1.02143 0.78800
C -1.03135 -0.23330 1.05098
C -0.71766 -1.24227 0.08196
H 1.27128 0.43828 2.09209
H 1.66789 1.71206 0.96892
H 0.15520 -1.12787 -2.02021
H -0.77721 2.01969 1.25188
H -1.00877 -0.46407 2.15206
H -2.71042 -1.18423 0.48286
H -0.44665 -2.39321 0.15683
N -2.04614 -0.63679 0.14839
S 1.75514 -0.60036 -0.09461
S -0.47109 1.05974 -1.01678

Entry 2:
Molecular formula: C5H7NS2
Method: DFT, ωB97M-V/def2-TZVPD

ΔE to the lowest compared entry with this formula, charge and spin, kcal per mole: 28.6
SMILES string: N#C[C@]1(CS)C[C@H]1S
Lowest unoccupied orbital energy, Eh: 0.01920
Kohn-Sham gap, eV: 9.96
Calculated total energy, eV: -28457.625

Element x y z (Å)
C -0.76090 -0.89597 -0.75779
C -0.19213 0.29954 -0.08575
C 0.47469 0.23101 1.26317
C 1.28990 0.46215 0.02818
C -0.99092 1.49200 -0.40492
H -2.97080 -0.28299 -0.33796
H -0.11511 -1.79243 -0.67859
H -0.98572 -0.81683 -1.84350
H 0.32716 1.09667 1.93362
H 0.58810 -0.70502 1.79166
H 1.67241 1.49425 -0.08074
H 3.12892 -0.88156 0.53092
N -1.60852 2.44653 -0.68237
S -2.37783 -1.46175 -0.06680
S 2.52076 -0.68560 -0.60914

Entry 3:
Molecular formula: C5H7NS3
Method: DFT, ωB97M-V/def2-TZVPD

ΔE to the lowest compared entry with this formula, charge and spin, kcal per mole: 43.4
Lowest unoccupied orbital energy (alpha / beta), Eh: -0.04095 / -0.04088
Kohn-Sham gap (alpha / beta), eV: 6.65 / 6.66
Calculated total energy, eV: -39291.684

Element x y z (Å)
C 1.90026 -0.16712 0.31993
C 4.12346 0.60158 0.33088
C -0.33910 0.84859 0.66584
C 0.05945 -0.91376 -1.05562
C 0.46941 -0.47743 0.35349
N 2.79880 0.58280 0.67088
S 5.16024 1.79759 0.69760
S 3.12040 -1.86111 -0.86746
S 4.76036 -0.82417 -0.56444
H -0.36094 1.40530 -0.16073
H -0.00177 1.28731 1.56180
H -1.42705 0.54226 1.02573
H 0.91655 -1.52691 -1.43750
H -0.12210 0.10347 -1.63516
H -0.87359 -1.48657 -1.29347
H 0.21105 -1.40207 1.01986

Entry 4:
Molecular formula: C5H7NaO3
Method: DFT, ωB97M-V/def2-TZVPD

Total charge: -1
Lowest unoccupied orbital energy (alpha / beta), Eh: 0.05684 / 0.05673
2S+1: 2
Kohn-Sham gap (alpha / beta), eV: 3.71 / 3.72
Calculated total energy, eV: -15853.152

Element x y z (Å)
O -0.87586 0.73624 1.38228
Na -0.12015 0.00573 3.35495
O 1.22165 -0.04376 1.56307
C 0.35267 0.38757 0.71890
C -1.60200 1.70925 0.62730
C -1.95319 2.93199 1.09082
H 0.36026 1.46947 0.09977
H -2.13274 1.18025 -0.17053
H -1.40961 3.12584 2.05051
O 0.00223 -0.53950 -0.31454
C 0.89919 -1.53040 -0.66152
C 0.85266 -1.91810 -2.09997
H 1.88097 -1.44406 -0.17720
H -0.17737 -2.10428 -2.44576
H 1.42359 -2.84296 -2.28220
H 1.27772 -1.12329 -2.73588